Molecular formula: C21H25FN2O3S
Method: DFT, ωB97M-V/def2-TZVPD

Calculated total energy: -1648.54078 Eh
Total charge: 0
SMILES string: O=C(NCCCc1ccccc1)C1CCN(S(=O)(=O)c2ccc(F)cc2)CC1
Highest occupied orbital energy: -9.279 eV
E_LUMO: 0.0218 Ha
Kohn-Sham gap: 9.87 eV
Energy above the lowest of the compared OMol25 structures with the same formula, charge and spin: 0.000 eV

Bonds (Å) are listed after each position.
CARTESIAN COORDINATES (ANGSTROEM)
1 O -0.629 -1.220 -0.980  C2 1.214
2 C -1.339 -0.526 -0.281  O1 1.214, N3 1.352, C13 1.531
3 N -2.221 -1.043 0.603  C2 1.352, C4 1.446, H29 1.008
4 C -2.525 -2.456 0.651  N3 1.446, C5 1.532, H30 1.093, H31 1.093
5 C -3.670 -2.851 -0.287  C4 1.532, C6 1.534, H32 1.091, H33 1.091
6 C -5.034 -2.297 0.144  C5 1.534, C7 1.503, H34 1.093, H35 1.092
7 C -5.099 -0.797 0.074  C6 1.503, C8 1.390, C12 1.391
8 C -5.026 -0.147 -1.153  C7 1.390, C9 1.383, H36 1.080
9 C -5.042 1.234 -1.224  C8 1.383, C10 1.386, H37 1.080
10 C -5.136 1.990 -0.066  C9 1.386, C11 1.384, H38 1.080
11 C -5.224 1.355 1.161  C10 1.384, C12 1.385, H39 1.080
12 C -5.205 -0.029 1.228  C7 1.391, C11 1.385, H40 1.082
13 C -1.318 1.004 -0.271  C2 1.531, C14 1.531, C28 1.535, H41 1.097
14 C -0.515 1.575 -1.443  C13 1.531, C15 1.527, H42 1.090, H43 1.091
15 C 0.977 1.292 -1.284  C14 1.527, N16 1.447, H44 1.090, H45 1.098
16 N 1.440 1.781 -0.004  C15 1.447, S17 1.662, C27 1.443
17 S 3.090 1.897 0.149  N16 1.662, O18 1.432, O19 1.433, C20 1.796
18 O 3.584 2.591 -1.001  S17 1.432
19 O 3.362 2.429 1.452  S17 1.433
20 C 3.659 0.195 0.090  S17 1.796, C21 1.382, C26 1.382
21 C 3.919 -0.388 -1.136  C20 1.382, C22 1.384, H46 1.078
22 C 4.268 -1.726 -1.195  C21 1.384, C23 1.385, H47 1.078
23 C 4.342 -2.443 -0.012  C22 1.385, F24 1.346, C25 1.385
24 F 4.678 -3.745 -0.061  C23 1.346
25 C 4.088 -1.867 1.222  C23 1.385, C26 1.384, H48 1.078
26 C 3.738 -0.528 1.266  C20 1.382, C25 1.384, H49 1.078
27 C 0.759 1.185 1.121  N16 1.443, C28 1.526, H50 1.091, H51 1.102
28 C -0.726 1.526 1.046  C13 1.535, C27 1.526, H52 1.091, H53 1.091
29 H -2.877 -0.424 1.054  N3 1.008
30 H -1.617 -2.983 0.346  C4 1.093
31 H -2.767 -2.725 1.683  C4 1.093
32 H -3.727 -3.941 -0.314  C5 1.091
33 H -3.426 -2.501 -1.291  C5 1.091
34 H -5.797 -2.717 -0.516  C6 1.093
35 H -5.252 -2.629 1.162  C6 1.092
36 H -4.959 -0.729 -2.061  C8 1.080
37 H -4.982 1.724 -2.184  C9 1.080
38 H -5.147 3.068 -0.121  C10 1.080
39 H -5.307 1.936 2.067  C11 1.080
40 H -5.278 -0.518 2.190  C12 1.082
41 H -2.358 1.342 -0.355  C13 1.097
42 H -0.858 1.128 -2.377  C14 1.090
43 H -0.676 2.653 -1.487  C14 1.091
44 H 1.552 1.819 -2.047  C15 1.090
45 H 1.148 0.212 -1.378  C15 1.098
46 H 3.862 0.219 -2.025  C21 1.078
47 H 4.480 -2.215 -2.133  C22 1.078
48 H 4.166 -2.462 2.118  C25 1.078
49 H 3.545 -0.027 2.201  C26 1.078
50 H 1.212 1.603 2.021  C27 1.091
51 H 0.887 0.091 1.124  C27 1.102
52 H -0.839 2.611 1.079  C28 1.091
53 H -1.243 1.095 1.905  C28 1.091

What are the Mulliken partial charges on each atom? They are as follows, in elementary charge units: atom 1 (O): -0.71, atom 2 (C): 0.28, atom 3 (N): 0.06, atom 4 (C): -0.97, atom 5 (C): -0.53, atom 6 (C): -1.19, atom 7 (C): 0.63, atom 8 (C): -0.15, atom 9 (C): -0.71, atom 10 (C): -0.53, atom 11 (C): -0.45, atom 12 (C): -0.47, atom 13 (C): 1.34, atom 14 (C): -1.18, atom 15 (C): -0.63, atom 16 (N): -0.05, atom 17 (S): 1.24, atom 18 (O): -0.72, atom 19 (O): -0.73, atom 20 (C): -0.21, atom 21 (C): -0.17, atom 22 (C): -0.72, atom 23 (C): 0.40, atom 24 (F): -0.33, atom 25 (C): -0.71, atom 26 (C): -0.18, atom 27 (C): -0.62, atom 28 (C): -1.01, atom 29 (H): 0.08, atom 30 (H): 0.44, atom 31 (H): 0.46, atom 32 (H): 0.41, atom 33 (H): 0.33, atom 34 (H): 0.36, atom 35 (H): 0.37, atom 36 (H): 0.42, atom 37 (H): 0.41, atom 38 (H): 0.43, atom 39 (H): 0.39, atom 40 (H): 0.32, atom 41 (H): -0.83, atom 42 (H): 0.41, atom 43 (H): 0.44, atom 44 (H): 0.50, atom 45 (H): 0.39, atom 46 (H): 0.49, atom 47 (H): 0.45, atom 48 (H): 0.45, atom 49 (H): 0.50, atom 50 (H): 0.55, atom 51 (H): 0.32, atom 52 (H): 0.47, atom 53 (H): 0.43